{"formula": "C25H36NO2Sc", "method": "wB97M-V/def2-TZVPD", "orbital_gap_ha": 0.21998, "e_lumo_ev": -0.127, "fmax_ev_per_a": 3.32, "total_energy_ev": -52792.397, "relative_energy_kcal_mol": 50.9, "elements": ["Sc", "O", "O", "N", "C", "C", "C", "C", "C", "C", "C", "C", "C", "C", "C", "C", "C", "C", "C", "C", "C", "C", "C", "C", "C", "C", "C", "C", "C", "H", "H", "H", "H", "H", "H", "H", "H", "H", "H", "H", "H", "H", "H", "H", "H", "H", "H", "H", "H", "H", "H", "H", "H", "H", "H", "H", "H", "H", "H", "H", "H", "H", "H", "H", "H"], "xyz": [[0.201, 2.193, 0.672], [-0.180, -2.624, -0.216], [-1.980, -2.892, -1.987], [1.943, 2.063, 2.583], [-4.216, -3.807, -1.855], [3.236, 1.282, 4.302], [2.289, 2.929, -0.191], [-2.175, 2.065, 0.628], [1.811, -2.342, -1.396], [1.288, 3.921, -0.459], [1.266, -2.432, 0.023], [2.561, 3.131, 3.183], [2.310, 4.531, 2.801], [2.331, 0.942, 3.264], [0.339, 3.343, -1.361], [-1.677, 1.002, 1.457], [1.917, 1.728, -0.852], [-1.013, 1.599, 2.575], [-1.186, -4.095, -2.295], [3.410, 2.676, 4.232], [-3.073, -3.462, -2.773], [0.730, 2.005, -1.620], [0.790, -1.351, -2.010], [-0.378, -1.367, -1.003], [-2.262, -4.720, -3.177], [-1.054, 3.033, 2.413], [1.869, -0.432, 3.019], [-1.787, 3.315, 1.207], [-3.457, -2.540, -3.901], [2.485, 0.796, -0.847], [2.056, -1.003, 3.938], [-0.271, -3.824, -2.827], [-4.958, -4.435, -2.367], [-0.512, 3.831, -1.827], [1.239, -0.348, -1.977], [0.439, -1.555, -3.038], [-3.844, -4.330, -0.967], [-0.638, 3.772, 3.114], [-3.964, -1.667, -3.481], [1.424, -1.419, 0.465], [2.434, -0.895, 2.203], [-0.254, -0.502, -0.312], [-2.575, -2.190, -4.448], [4.006, 3.341, 4.843], [2.447, 5.165, 3.685], [3.640, 0.560, 5.004], [-2.814, 1.924, -0.253], [3.230, 3.062, 0.340], [-1.329, -1.314, -1.504], [-4.702, -2.886, -1.522], [-1.868, -0.061, 1.296], [-4.142, -3.031, -4.605], [1.283, 4.689, 2.439], [2.841, -1.996, -1.495], [-2.708, -5.657, -2.867], [1.708, -3.166, 0.701], [-0.947, -4.601, -1.363], [-0.620, 1.065, 3.439], [3.016, 4.870, 2.032], [-2.055, 4.307, 0.826], [1.286, 4.954, -0.107], [0.804, -0.458, 2.772], [0.298, 1.353, -2.373], [1.700, -3.280, -1.951], [-1.989, -4.766, -4.224]]}

***

{"formula": "C2H2NO2S", "method": "wB97M-V/def2-TZVPD", "orbital_gap_ha": 0.28149, "e_lumo_ev": 4.132, "fmax_ev_per_a": 4.42, "total_energy_ev": -18522.536, "charge": -1, "relative_energy_kcal_mol": 135.9, "elements": ["S", "O", "O", "N", "C", "C", "H", "H"], "xyz": [[1.779, -0.017, 0.053], [1.605, 0.169, -1.420], [3.158, 0.146, 0.584], [0.336, -2.432, 0.166], [-0.236, -1.433, -0.355], [0.448, -1.087, 0.915], [1.493, 1.291, 0.460], [-0.609, -1.033, -1.209]]}

***

{"formula": "C27H25ClIIrN4O3P", "method": "wB97M-V/def2-TZVPD", "orbital_gap_ha": 0.24190, "e_lumo_ev": -4.144, "fmax_ev_per_a": 1.76, "total_energy_ev": -73253.504, "charge": 1, "relative_energy_kcal_mol": 6.8, "elements": ["Ir", "I", "Cl", "P", "O", "O", "O", "N", "N", "N", "N", "C", "C", "C", "C", "C", "C", "C", "C", "C", "C", "C", "C", "C", "C", "C", "C", "C", "C", "C", "C", "C", "C", "C", "C", "C", "C", "C", "H", "H", "H", "H", "H", "H", "H", "H", "H", "H", "H", "H", "H", "H", "H", "H", "H", "H", "H", "H", "H", "H", "H", "H", "H"], "xyz": [[0.984, 0.241, 0.124], [0.287, 0.189, 5.374], [-3.291, -3.834, 3.626], [4.082, 1.493, 0.780], [0.865, 0.068, 2.166], [2.576, 1.492, 0.536], [4.812, 2.767, 0.653], [4.694, 0.566, -1.610], [2.872, 1.393, 3.181], [-5.908, -1.052, 2.872], [-0.293, -1.347, 0.258], [-3.916, 0.219, 1.816], [-0.472, -1.000, 3.847], [-0.569, 1.631, -4.513], [-0.692, -1.589, 1.549], [-1.864, -2.961, -0.518], [-2.070, -2.689, 3.201], [-0.054, -0.806, 2.554], [-1.547, 0.538, -6.409], [-5.038, -0.468, 2.401], [-1.623, 1.351, 0.705], [-3.696, 0.136, 0.440], [-2.564, 0.710, -0.104], [1.460, 0.282, -1.914], [-0.048, 0.396, -4.090], [4.136, 0.917, 2.538], [-1.326, 1.693, -5.664], [-1.696, -2.526, 1.841], [-0.333, 1.811, 0.126], [-1.895, 1.486, 2.064], [-3.030, 0.924, 2.623], [-2.281, -3.218, 0.760], [-0.864, -2.004, -0.733], [4.852, 0.179, -0.201], [-1.475, -1.938, 4.172], [0.775, 0.327, -2.953], [-1.022, -0.686, -6.009], [-0.283, -0.766, -4.846], [2.697, 2.368, 2.931], [-3.226, 1.016, 3.683], [-0.368, 2.519, -3.929], [4.989, 1.371, 3.038], [-2.136, 0.594, -7.315], [0.169, 2.566, 0.731], [-1.191, -1.572, -6.606], [-2.299, -3.473, -1.364], [-1.733, 2.638, -5.995], [2.058, 0.839, 2.811], [2.580, 0.312, -1.944], [4.172, -0.167, 2.641], [-2.386, 0.641, -1.172], [-1.785, -2.058, 5.200], [4.345, -0.773, -0.018], [-0.517, -1.766, -1.729], [-4.412, -0.379, -0.186], [-0.426, 2.118, -0.914], [2.889, 1.308, 4.195], [5.900, 0.085, 0.102], [0.132, -1.707, -4.512], [-3.060, -3.942, 0.957], [-1.191, 2.012, 2.698], [4.986, 1.531, -1.733], [5.272, -0.007, -2.211]]}

***

{"formula": "C5H9NO", "method": "wB97M-V/def2-TZVPD", "orbital_gap_ha": 0.33273, "e_lumo_ev": 0.506, "fmax_ev_per_a": 4.35, "total_energy_ev": -8866.368, "relative_energy_kcal_mol": 65.6, "elements": ["O", "N", "C", "C", "C", "C", "C", "H", "H", "H", "H", "H", "H", "H", "H", "H"], "xyz": [[-0.987, -1.635, 0.883], [-2.103, 0.893, 1.100], [-0.279, -0.517, 0.551], [-0.029, 1.926, -0.246], [0.848, -0.567, -0.222], [-0.914, 0.751, 0.707], [1.343, -1.824, -0.857], [1.591, 0.211, -0.151], [2.404, -1.716, -1.093], [-0.794, 2.693, -0.343], [0.819, -2.049, -1.785], [0.774, 2.278, 0.396], [1.251, -2.678, -0.186], [-1.872, -1.330, 1.145], [-2.367, 1.841, 1.358], [0.316, 1.722, -1.257]]}

***

{"formula": "C26H39GaO6Si", "method": "wB97M-V/def2-TZVPD", "orbital_gap_ha": [0.07786, 0.07785], "e_lumo_ev": [4.162, 4.162], "fmax_ev_per_a": 2.63, "total_energy_ev": -100128.804, "charge": -2, "elements": ["Ga", "Si", "O", "O", "O", "O", "O", "O", "C", "C", "C", "C", "C", "C", "C", "C", "C", "C", "C", "C", "C", "C", "C", "C", "C", "C", "C", "C", "C", "C", "C", "C", "C", "C", "H", "H", "H", "H", "H", "H", "H", "H", "H", "H", "H", "H", "H", "H", "H", "H", "H", "H", "H", "H", "H", "H", "H", "H", "H", "H", "H", "H", "H", "H", "H", "H", "H", "H", "H", "H", "H", "H", "H"], "xyz": [[-0.874, 0.552, 1.584], [0.341, 0.465, 6.221], [-0.452, -2.135, -5.611], [-0.799, 0.115, -0.113], [2.779, -0.182, -4.290], [1.884, -0.544, -6.337], [0.247, 0.512, 4.542], [-0.914, -0.184, -6.606], [-0.401, -0.796, -5.683], [0.371, -0.140, -4.539], [-0.878, 1.418, -3.049], [0.164, -0.839, -3.179], [-2.397, -0.119, 3.417], [-2.877, -0.150, 2.037], [1.263, -1.069, 6.742], [-0.073, 1.321, -4.393], [-1.032, -2.688, -6.798], [1.069, 0.745, 2.212], [-1.420, 0.386, 6.828], [1.287, 0.137, 3.631], [1.133, 2.335, -1.807], [-0.285, 2.447, -2.195], [-2.006, -2.226, 2.577], [1.457, -1.310, 3.311], [-1.023, -0.125, -2.570], [1.776, -1.458, 1.974], [-1.180, 3.319, -1.410], [3.221, -0.699, -6.810], [-2.662, -1.516, 1.570], [-1.354, -0.628, -1.156], [1.802, -0.285, -5.023], [1.182, 2.023, 6.785], [1.647, -0.218, 1.312], [-1.879, -1.396, 3.719], [-1.934, 1.337, 6.641], [2.230, 2.056, 6.463], [3.126, -0.809, -7.888], [1.566, 1.358, -2.069], [-0.463, -2.350, -7.673], [-1.546, -1.740, 4.698], [-3.043, -1.925, 0.630], [-1.902, -0.447, -3.159], [-1.911, 1.741, -3.291], [1.926, -0.010, 0.282], [1.225, -1.137, 7.840], [-0.768, 3.494, -0.405], [1.083, -0.722, -2.573], [-2.567, 0.708, 4.107], [0.804, 1.984, -4.390], [2.317, -1.043, 6.437], [1.234, 1.823, 2.124], [1.789, 3.087, -2.278], [-1.348, 4.315, -1.853], [0.673, 2.906, 6.377], [-0.955, -1.655, -1.035], [-2.175, 2.854, -1.293], [2.072, -2.390, 1.494], [3.830, 0.177, -6.560], [-0.964, -3.767, -6.670], [1.152, 2.082, 7.882], [-3.587, 0.569, 1.615], [-2.007, -0.414, 6.363], [-1.419, 0.210, 7.912], [0.810, -1.983, 6.334], [-1.705, -3.276, 2.530], [-0.709, 1.573, -5.249], [-0.051, -1.913, -3.295], [-2.454, -0.693, -1.039], [-2.074, -2.360, -6.897], [2.275, 0.485, 4.000], [1.422, -2.072, 4.078], [3.681, -1.592, -6.370], [1.249, 2.470, -0.715]]}

***

{"formula": "C6H12O", "method": "wB97M-V/def2-TZVPD", "orbital_gap_ha": 0.37980, "e_lumo_ev": 1.078, "fmax_ev_per_a": 0.35, "total_energy_ev": -8461.022, "relative_energy_kcal_mol": 76.8, "elements": ["O", "C", "C", "C", "C", "C", "C", "H", "H", "H", "H", "H", "H", "H", "H", "H", "H", "H", "H"], "xyz": [[0.520, -0.600, -2.042], [1.534, -1.055, 1.654], [2.452, -0.406, 0.655], [-2.195, 0.745, 0.245], [1.521, 0.238, 1.646], [-0.614, -0.612, -1.194], [-0.969, 0.770, -0.663], [-1.485, -1.050, -1.709], [1.156, 1.169, 2.052], [1.189, -1.989, 2.070], [-2.448, 1.748, 0.601], [-0.101, 1.171, -0.127], [-0.358, -1.277, -0.361], [3.528, -0.391, 0.853], [-2.018, 0.112, 1.123], [2.192, -0.423, -0.406], [-1.153, 1.443, -1.514], [0.380, 0.087, -2.705], [-3.069, 0.347, -0.283]]}

***

{"formula": "C25H20HoIN4O3", "method": "wB97M-V/def2-TZVPD", "orbital_gap_ha": [0.29058, 0.29015], "e_lumo_ev": [0.171, 0.167], "fmax_ev_per_a": 0.83, "total_energy_ev": -72254.429, "multiplicity": 5, "relative_energy_kcal_mol": 0.0, "elements": ["Ho", "I", "O", "O", "O", "N", "N", "N", "N", "C", "C", "C", "C", "C", "C", "C", "C", "C", "C", "C", "C", "C", "C", "C", "C", "C", "C", "C", "C", "C", "C", "C", "C", "C", "H", "H", "H", "H", "H", "H", "H", "H", "H", "H", "H", "H", "H", "H", "H", "H", "H", "H", "H", "H"], "xyz": [[0.266, -0.474, -0.130], [0.409, 0.093, 2.969], [0.270, -0.441, -2.495], [4.139, -1.744, -1.474], [4.641, 0.618, 0.201], [1.417, -2.737, 0.566], [2.657, -0.479, -0.230], [-0.329, -1.357, -4.444], [1.376, 1.911, -0.287], [3.204, -1.632, -0.708], [-2.098, 1.460, 1.690], [2.482, -2.877, -0.232], [-1.459, 1.197, 2.927], [-1.381, -2.229, -2.441], [-3.990, 2.578, 0.615], [-0.412, -1.277, -3.108], [2.987, -4.115, -0.606], [-3.775, 2.660, 3.060], [2.390, -5.256, -0.104], [-3.296, 2.236, 1.798], [2.698, 1.924, -0.082], [0.858, -3.844, 1.056], [-3.520, 2.171, -0.599], [3.426, 3.098, 0.054], [-2.347, 1.394, -0.677], [1.311, -5.116, 0.761], [-1.606, 1.005, 0.427], [3.448, 0.611, -0.031], [1.403, 4.303, -0.278], [0.752, 3.087, -0.383], [-1.916, 1.605, 4.144], [2.770, 4.310, -0.046], [-1.336, -2.226, -0.894], [-3.109, 2.351, 4.209], [-4.048, 2.441, -1.507], [2.756, -6.238, -0.374], [-1.373, 1.365, 5.047], [-4.898, 3.164, 0.696], [3.842, -4.138, -1.266], [-1.128, -3.255, -0.584], [4.489, 3.015, 0.229], [0.843, 5.223, -0.368], [-2.356, -2.042, -0.540], [3.308, 5.244, 0.053], [-2.024, 1.094, -1.675], [-3.478, 2.674, 5.174], [0.004, -3.699, 1.705], [-2.370, -1.946, -2.817], [-0.858, -2.034, -4.960], [0.824, -5.981, 1.187], [-0.319, 3.043, -0.536], [-1.168, -3.222, -2.850], [-4.688, 3.242, 3.095], [0.313, -0.761, -4.940]]}

***

{"formula": "C9H13NO2Si", "method": "wB97M-V/def2-TZVPD", "orbital_gap_ha": 0.34871, "e_lumo_ev": -0.504, "fmax_ev_per_a": 1.91, "total_energy_ev": -23004.518, "relative_energy_kcal_mol": 0.0, "elements": ["Si", "O", "O", "N", "C", "C", "C", "C", "C", "C", "C", "C", "C", "H", "H", "H", "H", "H", "H", "H", "H", "H", "H", "H", "H", "H"], "xyz": [[1.205, -1.051, 0.588], [-3.031, 4.033, -1.339], [-4.048, 2.297, -2.095], [-3.079, 2.815, -1.543], [-1.962, 1.938, -1.133], [-2.272, 0.608, -0.904], [-0.075, 0.137, -0.073], [-0.672, 2.369, -0.844], [-1.339, -0.292, -0.372], [1.166, -0.891, 2.410], [2.812, -0.696, -0.260], [0.676, -2.811, 0.295], [0.238, 1.475, -0.267], [1.654, -1.708, 2.957], [1.586, 0.068, 2.688], [3.326, 0.106, 0.277], [-0.418, 3.373, -1.031], [1.189, 1.828, 0.060], [1.412, -3.516, 0.685], [2.630, -0.487, -1.336], [-1.598, -1.308, -0.107], [-0.264, -2.925, 0.800], [-3.213, 0.200, -1.214], [0.481, -3.062, -0.759], [3.459, -1.597, -0.230], [0.140, -0.903, 2.747]]}